Molecular formula: C4H7IN
Method: DFT, ωB97M-V/def2-TZVPD

- Largest force on an atom: 6.13 eV/A
- Total energy: -13841.607 eV
- Highest occupied orbital energy: -12.70 eV
- SMILES: C=[NH+]C/C=C/I
- Relative energy (zero: lowest compared OMol25 entry of this formula, charge and spin): 352.0 kJ/mol
- Frontier orbital gap: 0.24896 hartree
- Total charge: +1

XYZ file:
```
13
Properties=species:S:1:pos:R:3:nbo_charge:R:1
C -0.344 -1.202 -0.544 -0.240
C 0.751 -1.110 -1.264 -0.272
C -0.991 -0.273 0.729 -0.270
C 0.537 1.749 0.439 0.122
N -0.631 1.206 0.867 -0.386
I 1.625 -2.704 -2.553 0.203
H -0.675 -2.207 -0.416 0.233
H -1.987 -0.680 0.787 0.280
H -0.325 -0.590 1.585 0.254
H 1.322 1.303 -0.199 0.245
H 0.587 2.833 0.572 0.231
H -1.058 1.888 1.417 0.440
H 1.189 -0.214 -1.421 0.160
```